[1]
{"formula": "C6H10N", "method": "ωB97M-V/def2-TZVPD", "lumo_energy_ev": -5.80, "smiles": "CC(C)C=C=C=[NH2+]", "homo_ev": -15.1, "charge": 1, "orbital_gap_ev": 9.251, "spin_multiplicity": 1, "symbols": ["C", "C", "C", "C", "C", "C", "N", "H", "H", "H", "H", "H", "H", "H", "H", "H", "H"], "coordinates": [[-1.872, 1.335, 0.372], [-0.461, 0.770, 0.090], [0.459, 1.441, 1.079], [-0.416, -0.632, 0.394], [0.343, -1.445, -0.388], [1.066, -2.126, -1.187], [1.793, -2.840, -2.008], [-2.192, 1.074, 1.366], [-2.617, 0.866, -0.225], [-1.778, 2.509, 0.309], [-0.137, 0.735, -0.979], [1.609, 1.225, 1.169], [0.078, 1.405, 2.198], [0.461, 2.614, 0.955], [-0.824, -0.875, 1.378], [2.174, -3.738, -1.729], [2.315, -2.318, -2.793]], "lowdin_charge": [-0.042, -0.459, -0.091, 0.011, 0.091, -0.002, 0.177, 0.077, 0.072, 0.141, 0.160, 0.119, 0.129, 0.124, 0.159, 0.143, 0.192]}



[2]
{"formula": "C8H17NO3", "method": "ωB97M-V/def2-TZVPD", "lumo_energy_ev": 0.79, "smiles": "CN(C)C=C(O)O.C=C(C)OC", "homo_ev": -7.3, "orbital_gap_ev": 8.142, "spin_multiplicity": 1, "symbols": ["C", "N", "C", "C", "C", "O", "O", "H", "H", "H", "H", "H", "H", "H", "H", "H", "C", "C", "C", "O", "C", "H", "H", "H", "H", "H", "H", "H", "H"], "coordinates": [[-3.186, 0.683, -1.270], [-2.151, 0.721, -0.236], [-2.482, 1.803, 0.748], [-2.111, -0.532, 0.417], [-1.677, -1.638, -0.268], [-1.053, -1.607, -1.440], [-1.882, -2.885, 0.199], [-4.228, 0.679, -0.885], [-3.260, 1.739, -1.748], [-2.996, -0.235, -1.769], [-2.522, 2.670, 0.118], [-3.344, 1.599, 1.342], [-1.767, 1.897, 1.507], [-2.550, -0.541, 1.402], [-0.230, -1.257, -1.311], [-1.818, -3.394, -0.561], [1.952, -0.033, -1.769], [2.178, -0.546, -0.483], [3.486, -0.645, 0.140], [1.122, -1.183, 0.116], [1.317, -1.766, 1.411], [2.724, 0.294, -2.339], [0.985, -0.225, -2.236], [3.926, -1.554, 0.249], [3.459, -0.069, 1.151], [4.154, -0.118, -0.461], [0.689, -2.646, 1.393], [0.802, -0.968, 2.032], [2.365, -2.117, 1.665]], "lowdin_charge": [-0.098, -0.236, -0.082, -0.077, -0.457, 0.105, 0.100, 0.081, 0.110, 0.060, 0.075, 0.070, 0.058, 0.116, 0.013, 0.075, 0.098, -0.373, -0.058, -0.162, -0.049, 0.013, 0.056, 0.054, 0.138, 0.064, 0.078, 0.122, 0.104]}



[3]
{"formula": "C27H39N2O2Si", "method": "ωB97M-V/def2-TZVPD", "lumo_energy_ev": -4.08, "homo_ev": -10.2, "charge": 1, "orbital_gap_ev": 6.093, "spin_multiplicity": 1, "symbols": ["C", "C", "C", "C", "O", "C", "C", "O", "Si", "C", "C", "C", "H", "H", "H", "H", "H", "H", "H", "H", "H", "H", "H", "H", "H", "H", "H", "H", "H", "H", "H", "H", "C", "N", "C", "C", "C", "C", "C", "C", "C", "C", "C", "C", "C", "C", "C", "N", "C", "C", "C", "C", "H", "H", "H", "H", "H", "H", "H", "H", "H", "H", "H", "H", "H", "H", "H", "H", "H", "H", "H"], "coordinates": [[-5.595, 3.326, -3.145], [-4.630, 2.455, -2.333], [-3.252, 2.240, -2.941], [-2.457, 1.227, -2.119], [-1.041, 1.407, -2.486], [-0.090, 0.726, -1.833], [-0.134, -0.563, -1.363], [1.069, 1.392, -1.692], [2.127, 2.126, -2.825], [3.174, 3.111, -1.655], [3.041, 0.747, -3.674], [1.157, 3.170, -4.010], [-6.519, 3.460, -2.574], [-5.177, 4.316, -3.351], [-5.859, 2.851, -4.095], [-4.484, 2.907, -1.344], [-5.091, 1.473, -2.167], [-3.346, 1.868, -3.973], [-2.716, 3.199, -2.990], [-2.571, 1.403, -1.038], [-2.747, 0.196, -2.362], [0.812, -1.097, -1.487], [-1.109, -1.049, -1.378], [4.008, 3.581, -2.190], [2.579, 3.902, -1.180], [3.585, 2.474, -0.860], [3.841, 1.186, -4.287], [3.502, 0.057, -2.955], [2.386, 0.170, -4.340], [1.855, 3.549, -4.772], [0.363, 2.608, -4.517], [0.706, 4.032, -3.500], [-3.587, 2.069, 4.244], [-2.458, 1.198, 4.502], [-2.061, 1.102, 5.895], [-1.770, 0.573, 3.500], [-0.398, 0.249, 3.666], [0.294, -0.397, 2.655], [-0.388, -0.985, 1.558], [0.245, -1.904, 0.651], [1.421, -2.602, 0.999], [2.245, -3.383, 0.070], [2.097, -3.761, -1.259], [3.069, -4.606, -1.828], [4.165, -5.079, -1.082], [4.313, -4.716, 0.266], [3.352, -3.869, 0.799], [3.197, -3.471, 2.129], [4.115, -3.780, 3.208], [2.044, -2.759, 2.269], [-1.749, -0.617, 1.379], [-2.415, 0.173, 2.298], [-3.759, 2.162, 3.169], [-4.492, 1.677, 4.732], [-3.381, 3.067, 4.659], [-1.418, 0.231, 6.056], [-1.523, 2.006, 6.216], [-2.960, 1.003, 6.518], [0.115, 0.543, 4.587], [1.380, -0.483, 2.733], [-0.341, -2.380, -0.143], [1.238, -3.399, -1.823], [2.962, -4.909, -2.873], [4.893, -5.742, -1.549], [5.125, -5.091, 0.884], [4.916, -4.420, 2.823], [4.554, -2.856, 3.619], [3.588, -4.304, 4.021], [1.724, -2.429, 3.252], [-2.280, -0.988, 0.503], [-3.463, 0.431, 2.136]], "lowdin_charge": [-0.105, -0.280, -0.190, -0.144, -0.020, -0.435, 0.024, -0.089, 0.453, -0.155, -0.155, -0.155, 0.072, 0.076, 0.076, 0.108, 0.111, 0.126, 0.127, 0.128, 0.129, 0.078, 0.062, 0.040, 0.042, 0.040, 0.040, 0.038, 0.041, 0.042, 0.038, 0.044, -0.043, -0.189, -0.048, -0.207, 0.002, -0.013, -0.214, 0.035, -0.114, -0.115, -0.012, -0.061, -0.060, 0.002, -0.162, -0.072, 0.006, 0.046, -0.013, 0.004, 0.081, 0.100, 0.101, 0.089, 0.101, 0.098, 0.113, 0.114, 0.120, 0.110, 0.110, 0.111, 0.107, 0.086, 0.107, 0.108, 0.140, 0.117, 0.111]}



[4]
{"formula": "C27H33Ge2N5O3PtS", "method": "ωB97M-V/def2-TZVPD", "lumo_energy_ev": [-4.75, -5.56], "s2": 0.828, "homo_ev": [-10.9, -11.1], "charge": 1, "orbital_gap_ev": [6.178, 5.559], "spin_multiplicity": 2, "symbols": ["Pt", "N", "C", "S", "N", "N", "C", "C", "C", "C", "C", "C", "C", "O", "H", "H", "H", "H", "H", "H", "H", "C", "C", "N", "O", "C", "C", "N", "O", "H", "H", "H", "H", "H", "H", "H", "C", "Ge", "C", "C", "Ge", "C", "C", "C", "C", "C", "C", "C", "C", "C", "C", "C", "C", "H", "H", "H", "H", "H", "H", "H", "H", "H", "H", "H", "H", "H", "H", "H", "H", "H", "H", "H"], "coordinates": [[-0.211, -0.087, 0.191], [2.312, -3.419, -0.295], [1.873, -2.160, -0.370], [0.478, -1.844, -1.366], [2.587, -1.245, 0.282], [2.059, -0.022, 0.249], [2.882, 0.967, 0.483], [2.561, 2.327, 0.301], [3.491, 3.309, 0.704], [3.234, 4.637, 0.527], [2.016, 5.061, -0.089], [1.108, 4.159, -0.525], [1.335, 2.744, -0.374], [0.513, 1.924, -0.861], [1.907, -4.126, -0.884], [3.187, -3.602, 0.169], [3.899, 0.709, 0.775], [4.416, 2.991, 1.170], [3.955, 5.377, 0.846], [1.822, 6.119, -0.213], [0.189, 4.457, -1.010], [-1.364, -1.274, 4.219], [-1.061, -1.210, 2.760], [-0.025, -0.621, 2.265], [0.759, 0.060, 3.178], [-1.941, -1.790, 1.801], [-3.095, -2.666, 2.159], [-1.712, -1.466, 0.544], [-2.424, -1.760, -0.405], [-0.884, -0.452, 4.742], [-0.981, -2.207, 4.638], [-2.440, -1.239, 4.375], [1.603, 0.184, 2.726], [-2.812, -3.399, 2.915], [-3.436, -3.187, 1.268], [-3.923, -2.064, 2.539], [-2.669, 0.125, -3.153], [-2.640, 1.930, -2.404], [-1.298, 3.005, -3.316], [-4.376, 2.821, -2.420], [-2.066, 1.517, -0.011], [-3.676, 0.821, 0.872], [-3.774, 0.895, 2.267], [-4.880, 0.377, 2.930], [-5.903, -0.221, 2.204], [-5.818, -0.304, 0.821], [-4.700, 0.195, 0.163], [-1.669, 3.154, 0.975], [-2.157, 4.371, 0.506], [-1.917, 5.546, 1.207], [-1.178, 5.517, 2.381], [-0.686, 4.310, 2.861], [-0.921, 3.137, 2.156], [-2.747, 0.177, -4.241], [-3.502, -0.465, -2.772], [-1.742, -0.386, -2.893], [-1.523, 2.988, -4.384], [-0.305, 2.591, -3.158], [-1.315, 4.041, -2.977], [-4.766, 2.782, -3.439], [-4.274, 3.867, -2.133], [-5.089, 2.342, -1.752], [-2.989, 1.383, 2.836], [-4.949, 0.445, 4.009], [-6.762, -0.633, 2.718], [-6.613, -0.771, 0.255], [-4.631, 0.099, -0.913], [-2.729, 4.403, -0.416], [-2.310, 6.485, 0.836], [-0.970, 6.437, 2.913], [-0.122, 4.285, 3.785], [-0.515, 2.201, 2.529]], "lowdin_charge": [0.987, 0.113, -0.813, 0.688, 0.003, -0.148, -0.071, -0.104, -0.031, -0.032, -0.027, 0.010, -0.320, -0.159, 0.102, 0.118, 0.140, 0.122, 0.115, 0.120, 0.109, 0.031, -0.264, -0.103, -0.018, -0.268, 0.015, -0.307, -0.080, 0.090, 0.114, 0.091, 0.088, 0.094, 0.092, 0.075, -0.241, 0.735, -0.234, -0.227, 0.882, -0.332, -0.116, -0.093, -0.084, -0.064, -0.120, -0.352, -0.115, -0.070, -0.076, -0.071, -0.127, 0.028, 0.013, -0.013, 0.029, 0.011, 0.017, 0.031, 0.015, 0.011, 0.095, 0.109, 0.111, 0.111, 0.077, 0.085, 0.110, 0.108, 0.108, 0.077]}



Summary of relative energy (zero: lowest compared OMol25 entry of this formula, charge and spin) in eV
2.322 3.609 0.420 3.120
(order as listed above)